Run 1
DFT (the ωB97M-V functional and the def2-TZVPD basis) results for one molecule with the formula C2H7PS2.

Atoms and positions in Å:
C -0.34 1.94 -0.36
S 0.35 1.30 1.17
P 0.83 -0.86 0.83
C -0.45 -1.47 -0.28
S 2.67 -1.48 0.54
H 0.38 1.77 -1.23
H -0.50 3.07 -0.22
H -1.27 1.51 -0.81
H 0.25 -1.04 2.15
H 0.00 -1.59 -1.26
H -0.79 -2.46 -0.21
H -1.13 -0.69 -0.33

Output
HOMO energy	-8.86	eV
SMILES	CS[P@@H](C)=S
Kohn-Sham gap	9.316	eV

Mulliken atomic charge list, values in e, 5 entries:
1. C -0.81
2. S -0.12
3. P 0.28
4. C -0.93
5. S -0.38

---

Run 2
DFT (the ωB97M-V functional and the def2-TZVPD basis) results for one molecule with the formula C2H7PS2.

Atoms and positions in Å:
C 0.78 0.40 -1.87
S 1.49 -0.74 -0.51
P 0.49 -0.46 1.34
C -1.40 -0.12 0.88
S 0.77 -1.74 2.71
H 0.64 1.36 -1.51
H -0.10 -0.20 -2.24
H 1.66 0.47 -2.44
H 0.65 1.05 1.42
H -1.67 -1.02 0.37
H -2.02 0.26 1.61
H -1.28 0.74 0.25

Output
HOMO energy	-8.98	eV
SMILES	CS[P@@H](C)=S
Kohn-Sham gap	9.498	eV

Mulliken atomic charge list, values in e, 5 entries:
1. C -0.88
2. S -0.11
3. P 0.34
4. C -1.04
5. S -0.34

---

Which structure wins on stability? run 1 wins.

---

Run 1
DFT (the ωB97M-V functional and the def2-TZVPD basis) results for a 2-piece molecular cluster, C2H5O2S overall.

Atoms and positions in Å:
O -0.61 -1.25 0.61
C 0.19 -1.12 -0.32
O 0.36 -0.11 -1.06
C 1.09 -2.34 -0.67
H -0.08 1.28 -0.06
H 2.14 -2.08 -0.68
H 0.82 -2.65 -1.68
H 0.90 -3.16 0.01
S -0.49 2.38 0.68
H -1.75 1.95 0.80

Output
HOMO energy	-4.44	eV
charge	-1
Kohn-Sham gap	8.220	eV

Mulliken atomic charge list, values in e, 5 entries:
1. O -0.67
2. C 0.71
3. O -0.81
4. C -0.87
5. H 0.25

---

Run 2
DFT (the ωB97M-V functional and the def2-TZVPD basis) results for a 2-piece molecular cluster, C2H5O2S overall.

Atoms and positions in Å:
C 1.45 0.83 -0.90
S -0.06 1.30 -1.88
H 1.20 -0.06 -0.34
H 2.24 0.68 -1.64
H 1.71 1.69 -0.30
O -0.38 -1.97 2.66
C -0.84 -1.31 1.71
O -0.37 -0.39 1.04
H -1.90 -1.61 1.47
H 0.14 0.81 -3.11

Output
HOMO energy	-3.84	eV
charge	-1
Kohn-Sham gap	7.111	eV

Mulliken atomic charge list, values in e, 5 entries:
1. C -0.61
2. S -0.20
3. H 0.25
4. H 0.29
5. H 0.20

---

Which structure wins on stability? run 1 wins.

---

Run 1
DFT (the ωB97M-V functional and the def2-TZVPD basis) results for a 2-piece molecular cluster, C2H8NO overall.

Atoms and positions in Å:
N -1.02 -1.42 -0.86
H -1.57 -0.54 -0.78
H -1.54 -2.07 -0.25
H -0.13 -1.08 -0.42
H -1.13 -1.77 -1.85
C 0.18 1.68 1.00
C 0.94 0.63 0.78
O 1.14 0.19 -0.54
H 0.21 2.17 1.97
H -0.52 1.96 0.23
H 1.38 -0.01 1.50
H 2.06 0.25 -0.79

Output
HOMO energy (spin up / spin down)	-3.62 / -10.17	eV
Kohn-Sham gap (spin up / spin down)	4.381 / 10.662	eV
spin multiplicity	2

Mulliken atomic charge list, values in e, 5 entries:
1. N -3.04
2. H 0.63
3. H 0.93
4. H 0.45
5. H 0.88

---

Run 2
DFT (the ωB97M-V functional and the def2-TZVPD basis) results for a 2-piece molecular cluster, C2H8NO overall.

Atoms and positions in Å:
O -1.08 2.33 -1.97
H -1.71 2.27 -2.72
C 0.95 -0.09 1.31
C 0.41 -0.99 0.21
N -0.73 -0.47 -0.53
H 1.49 0.77 0.91
H 1.57 -0.71 1.92
H 0.14 0.37 1.88
H 0.11 -2.02 0.72
H 1.26 -1.22 -0.41
H -0.72 0.38 -1.13
H -1.70 -0.62 -0.20

Output
HOMO energy (spin up / spin down)	-8.39 / -8.38	eV
Kohn-Sham gap (spin up / spin down)	9.278 / 5.924	eV
spin multiplicity	2

Mulliken atomic charge list, values in e, 5 entries:
1. O -0.38
2. H 0.34
3. C -1.03
4. C -0.26
5. N -0.45

---

Which structure wins on stability? run 2 wins.

---

Run 1
DFT (the ωB97M-V functional and the def2-TZVPD basis) results for one molecule with the formula C17H23NO5.

Atoms and positions in Å:
C 4.30 2.39 -1.40
C 2.91 2.90 -1.05
C 2.23 2.14 0.09
C 1.93 0.66 -0.23
C 3.03 -0.29 0.28
C 3.17 -1.58 -0.56
C 2.07 -2.63 -0.39
C 0.72 -2.14 -0.91
O 0.47 -2.07 -2.09
N -0.14 -1.81 0.09
C -1.44 -1.33 0.00
C -2.05 -0.89 1.18
C -3.34 -0.41 1.17
C -4.05 -0.35 -0.03
C -5.44 0.15 -0.09
O -6.09 0.24 -1.10
O -5.91 0.52 1.11
C -7.24 1.01 1.12
C -3.44 -0.78 -1.21
C -2.15 -1.26 -1.20
C 2.79 -0.61 1.73
O 1.77 -1.08 2.19
O 3.84 -0.33 2.49
H 4.76 3.03 -2.15
H 4.27 1.38 -1.79
H 4.94 2.40 -0.51
H 2.98 3.95 -0.77
H 2.28 2.83 -1.94
H 1.28 2.64 0.30
H 2.84 2.20 0.99
H 0.98 0.39 0.23
H 1.82 0.54 -1.31
H 3.99 0.23 0.23
H 4.12 -2.05 -0.29
H 3.22 -1.29 -1.61
H 2.35 -3.49 -1.00
H 1.99 -2.95 0.65
H 0.25 -1.79 1.03
H -1.49 -0.94 2.11
H -3.81 -0.08 2.08
H -7.47 1.25 2.16
H -7.93 0.26 0.74
H -7.32 1.91 0.50
H -4.00 -0.73 -2.12
H -1.68 -1.59 -2.11
H 3.67 -0.55 3.42

Output
HOMO energy	-8.53	eV
SMILES	CCCC[C@H](CCC(=O)Nc1ccc(C(=O)OC)cc1)C(=O)O
Kohn-Sham gap	8.963	eV

Mulliken atomic charge list, values in e, 5 entries:
1. C -1.08
2. C -0.49
3. C -0.95
4. C -0.46
5. C 0.88

---

Run 2
DFT (the ωB97M-V functional and the def2-TZVPD basis) results for C17H23NO5 as an isolated structure.

Atoms and positions in Å:
C 0.34 7.49 2.83
C 0.16 7.38 1.21
C 1.13 6.30 0.53
C 0.65 5.00 0.88
O 1.33 4.21 -0.10
C 1.20 2.91 0.26
C 1.92 2.15 -0.48
C 2.06 0.71 -0.68
C 1.18 0.11 0.24
C 0.28 0.81 1.12
C 0.59 2.21 1.20
H -0.07 2.87 1.73
H -0.48 0.40 1.67
C 1.12 -1.47 0.37
O 1.74 -2.11 -0.53
O 0.11 -1.84 1.33
C -0.12 -3.31 1.28
H 0.90 -3.70 1.78
H -0.68 -3.63 1.92
C -0.16 -4.04 0.08
O 0.43 -5.04 -0.32
N -0.95 -3.42 -0.74
C -1.82 -2.40 -0.65
H -1.85 -1.96 0.47
C -3.11 -2.85 -1.19
O -3.47 -3.47 -2.32
C -2.78 -4.45 -2.53
H -2.62 -4.92 -3.48
C -1.21 -4.01 -2.14
H -0.56 -4.98 -2.25
H -0.75 -3.38 -3.02
H -2.85 -5.23 -1.88
H -4.01 -2.03 -0.95
H -3.74 -3.52 -0.31
H -1.70 -1.52 -1.45
H 2.76 -0.04 -1.13
H 2.81 2.54 -1.46
H -0.47 4.85 0.99
H 0.93 4.84 2.01
H 1.09 6.63 -0.37
H 1.98 6.55 0.93
H 0.48 8.58 1.11
H -0.87 7.43 1.04
H -0.31 8.46 3.18
H 1.54 7.78 2.99
H -0.06 6.50 3.15

Output
HOMO energy	-8.90	eV
Kohn-Sham gap	9.170	eV

Mulliken atomic charge list, values in e, 5 entries:
1. C -0.94
2. C -0.81
3. C -1.08
4. C -0.34
5. O -0.36

---

Which structure wins on stability? run 1 wins.